C23H20N5O6V | the ωB97M-V functional and the def2-TZVPD basis

Results
Gap between HOMO and LUMO (spin up / spin down) in eV: 7.047 / 5.479
Total charge: +1
Total energy in Eh: -2557.47290
Multiplicity: 2

Atoms and positions in Å:
V (-0.906, -0.317, 0.221)
O (-0.523, 0.777, -1.314)
C (-0.812, 2.004, -1.425)
C (-1.723, 2.712, -0.584)
C (-2.064, 4.023, -0.986)
C (-3.029, 4.712, -0.310)
C (-3.712, 4.159, 0.781)
C (-3.376, 2.904, 1.208)
C (-2.354, 2.158, 0.572)
O (-2.033, 0.985, 1.058)
N (-3.380, 6.067, -0.760)
O (-4.319, 6.608, -0.216)
O (-2.711, 6.548, -1.652)
H (-0.354, 2.545, -2.255)
H (-1.583, 4.479, -1.839)
H (-4.487, 4.732, 1.266)
H (-3.867, 2.457, 2.062)
N (-2.710, -1.249, -0.718)
C (-2.620, -2.656, -0.448)
C (-3.696, -3.486, -0.319)
C (-3.524, -4.869, -0.088)
C (-2.275, -5.409, -0.028)
C (-1.137, -4.574, -0.139)
C (0.187, -5.068, -0.095)
C (1.240, -4.199, -0.175)
C (0.971, -2.823, -0.234)
N (-0.245, -2.321, -0.291)
C (-1.310, -3.186, -0.298)
H (-3.611, -0.873, -0.444)
H (-2.598, -1.085, -1.716)
H (-4.696, -3.085, -0.425)
H (-4.398, -5.497, 0.009)
H (-2.133, -6.472, 0.111)
H (0.350, -6.133, 0.003)
H (2.264, -4.539, -0.152)
H (1.785, -2.110, -0.210)
O (5.937, -0.731, -2.214)
C (5.828, 0.540, -1.614)
N (4.603, 0.482, -0.847)
C (4.483, 1.111, 0.344)
O (5.318, 1.869, 0.795)
C (3.197, 0.875, 1.097)
C (3.210, 1.064, 2.478)
C (2.034, 0.911, 3.192)
C (0.883, 0.565, 2.503)
N (0.860, 0.378, 1.180)
C (1.995, 0.565, 0.491)
H (6.709, -0.742, -2.788)
H (5.768, 1.329, -2.373)
H (6.647, 0.759, -0.927)
H (3.942, -0.220, -1.129)
H (4.137, 1.349, 2.955)
H (1.996, 1.060, 4.260)
H (-0.066, 0.443, 3.013)
H (1.909, 0.470, -0.587)

C7H7FN2O3 | the ωB97M-V functional and the def2-TZVPD basis

Results
Gap between HOMO and LUMO in eV: 8.707
Energy relative to the best compared isomer or geometry (same formula, charge and spin) in kcal/mol: 9.0
Total energy in Eh: -705.83246
SMILES string: NC(=O)/C=C/C=C\C=C(\F)[N+](=O)[O-]

Atoms and positions in Å:
N (-1.687, 2.314, -0.139)
C (-1.887, 1.006, 0.113)
O (-2.893, 0.386, -0.190)
C (-0.725, 0.199, 0.504)
C (-0.917, -1.165, 0.790)
C (-0.009, -2.073, 0.547)
C (1.067, -2.041, -0.422)
C (1.465, -0.963, -1.196)
C (1.118, 0.291, -0.664)
F (0.988, 1.302, -1.556)
N (1.792, 0.780, 0.509)
O (2.254, -0.045, 1.263)
O (1.776, 1.942, 0.804)
H (-0.886, 2.972, 0.067)
H (-2.472, 2.859, -0.505)
H (-0.082, 0.765, 1.154)
H (-1.992, -1.368, 1.029)
H (-0.292, -3.038, 0.856)
H (1.473, -3.087, -0.761)
H (1.909, -1.035, -2.202)

CHFNO3S | the ωB97M-V functional and the def2-TZVPD basis

Results
Gap between HOMO and LUMO in eV: 6.989
Total charge: -1
Energy relative to the best compared isomer or geometry (same formula, charge and spin) in kcal/mol: 57.9
Total energy in Eh: -817.23510

Atoms and positions in Å:
C (0.266, 1.844, 3.793)
N (0.181, 2.990, 3.660)
O (0.816, -0.875, -0.832)
O (0.361, -2.857, 0.572)
O (-0.905, -0.817, 1.278)
F (0.400, 0.629, 4.224)
S (-0.451, -1.717, 0.176)
H (1.313, -1.570, -1.148)

C3H3ClFNO | the ωB97M-V functional and the def2-TZVPD basis

Results
Gap between HOMO and LUMO in eV: 10.708
Energy relative to the best compared isomer or geometry (same formula, charge and spin) in kcal/mol: 0.0
Total energy in Eh: -806.15965
SMILES string: NC(=O)/C=C(/F)Cl

Atoms and positions in Å:
N (1.005, 1.249, -0.085)
C (1.058, -0.127, 0.007)
O (2.068, -0.742, 0.086)
C (-0.216, -0.998, -0.066)
C (-1.484, -0.551, -0.035)
F (-2.502, -1.390, 0.007)
Cl (-1.988, 1.095, 0.033)
H (0.200, 1.815, 0.164)
H (1.878, 1.714, -0.079)
H (-0.018, -2.066, -0.032)

CH8NS2 | the ωB97M-V functional and the def2-TZVPD basis

Results
Gap between HOMO and LUMO in eV: 9.824
Total charge: +1
Energy relative to the best compared isomer or geometry (same formula, charge and spin) in kcal/mol: 6.1
Total energy in Eh: -893.76472

Atoms and positions in Å:
C (-2.018, -0.269, -1.855)
N (-0.685, 0.347, -2.150)
H (-1.870, -1.256, -1.435)
H (-2.534, 0.371, -1.147)
H (-2.581, -0.333, -2.782)
H (-0.197, -0.121, -2.918)
H (-0.063, 0.318, -1.337)
H (-0.785, 1.334, -2.408)
S (1.456, 0.287, 0.432)
S (-0.085, -0.340, 1.725)
H (2.353, 0.618, 1.388)
H (0.296, -1.621, 1.843)

C56H48F5N4O4PbS | the ωB97M-V functional and the def2-TZVPD basis

Results
Gap between HOMO and LUMO in eV: 5.377
Total charge: +1
Energy relative to the best compared isomer or geometry (same formula, charge and spin) in kcal/mol: 64.2
Total energy in Eh: -3772.62414

Atoms and positions in Å:
Pb (0.052, 0.331, -1.152)
C (1.332, -2.971, -0.982)
C (2.611, -2.132, -0.951)
C (2.647, -0.992, 0.032)
C (2.852, -1.238, 1.510)
C (2.995, 0.092, 2.314)
C (3.289, 1.303, 1.516)
C (3.026, 1.311, 0.210)
N (2.658, 0.176, -0.498)
N (0.121, -2.234, -1.393)
C (-1.066, -2.784, -0.702)
C (-2.179, -1.788, -0.315)
C (-3.729, -2.365, 1.170)
C (-4.846, -1.503, 1.443)
C (-4.486, -0.145, 1.206)
C (-2.930, 0.361, -0.250)
N (-2.131, -0.547, -0.997)
C (-0.112, -2.365, -2.848)
C (0.632, -1.467, -3.806)
C (1.051, -1.932, -5.051)
C (1.534, -1.022, -5.981)
C (1.602, 0.322, -5.647)
C (1.202, 0.691, -4.377)
N (0.719, -0.178, -3.501)
H (1.191, -3.386, 0.014)
H (1.501, -3.815, -1.668)
H (2.791, -1.715, -1.942)
H (3.427, -2.818, -0.709)
H (3.649, -1.976, 1.645)
H (3.679, -0.015, 3.159)
H (3.687, 2.166, 2.020)
H (3.160, 2.186, -0.405)
H (-0.754, -3.266, 0.219)
H (-1.495, -3.570, -1.335)
H (-3.730, -3.327, 1.675)
H (-5.863, -1.848, 1.511)
H (-5.078, 0.618, 1.693)
H (-2.675, 1.394, -0.448)
H (-1.166, -2.119, -3.014)
H (0.048, -3.408, -3.155)
H (0.981, -2.979, -5.305)
H (1.836, -1.354, -6.962)
H (1.954, 1.061, -6.350)
H (1.234, 1.719, -4.049)
F (1.405, -2.985, 5.778)
C (1.400, -2.116, 4.767)
C (1.743, -2.473, 3.518)
F (2.126, -3.728, 3.202)
C (1.594, -1.528, 2.366)
F (0.493, -1.985, 1.641)
C (1.521, -0.068, 2.783)
S (0.349, 1.032, 1.571)
C (1.185, 0.227, 4.173)
F (0.998, 1.514, 4.485)
C (1.060, -0.746, 5.097)
F (0.683, -0.508, 6.362)
C (-5.062, 4.403, 2.594)
C (-4.156, 3.867, 1.479)
C (-4.778, 4.107, 0.102)
O (-3.918, 2.483, 1.646)
C (-2.698, 2.337, 2.343)
C (-1.873, 3.562, 1.827)
O (-2.894, 4.500, 1.568)
C (-0.905, 3.376, 0.615)
O (-0.781, 2.006, 0.387)
C (0.493, 3.944, 0.902)
C (1.036, 4.060, 2.176)
C (2.301, 4.590, 2.359)
C (3.072, 4.961, 1.273)
C (2.575, 4.765, -0.005)
C (1.298, 4.266, -0.185)
C (-1.432, 4.076, -0.634)
C (-1.692, 3.388, -1.812)
C (-2.109, 4.055, -2.949)
C (-2.264, 5.429, -2.927)
C (-1.980, 6.129, -1.764)
C (-1.565, 5.462, -0.628)
C (-2.307, 0.812, 2.376)
O (-0.924, 0.581, 2.533)
C (-2.945, -0.042, 1.245)
C (-4.478, 0.208, -0.384)
C (-4.968, -0.783, -1.342)
C (-4.554, -2.055, -1.353)
C (-3.563, -2.588, -0.416)
C (-2.463, -1.501, 1.196)
C (-2.870, 0.233, 3.696)
C (-4.039, 0.715, 4.277)
C (-4.451, 0.265, 5.520)
C (-3.715, -0.685, 6.205)
C (-2.592, -1.225, 5.605)
C (-2.177, -0.772, 4.365)
H (-6.012, 3.878, 2.579)
H (-5.230, 5.462, 2.433)
H (-4.592, 4.268, 3.565)
H (-5.765, 3.657, 0.063)
H (-4.144, 3.681, -0.672)
H (-4.859, 5.176, -0.067)
H (-2.848, 2.606, 3.404)
H (-1.296, 3.964, 2.661)
H (0.495, 3.751, 3.056)
H (2.673, 4.718, 3.365)
H (4.044, 5.406, 1.422)
H (3.181, 5.016, -0.863)
H (0.909, 4.150, -1.185)
H (-1.553, 2.311, -1.866)
H (-2.305, 3.494, -3.852)
H (-2.587, 5.948, -3.815)
H (-2.072, 7.205, -1.746)
H (-1.337, 6.006, 0.276)
H (-4.968, 1.170, -0.531)
H (-5.714, -0.460, -2.053)
H (-4.954, -2.748, -2.080)
H (-3.412, -3.651, -0.609)
H (-1.700, -1.742, 1.917)
H (-4.634, 1.462, 3.776)
H (-5.347, 0.679, 5.961)
H (-4.010, -1.007, 7.193)
H (-2.021, -1.987, 6.112)
H (-1.278, -1.183, 3.936)